Entry from OMol25: the molecule C7H17PS in a non-equilibrium geometry (wB97M-V/def2-TZVPD).

XYZ file:
```
26
Properties=species:S:1:pos:R:3:forces:R:3
C -1.2400 -1.3381 1.1708 2.71 4.68 -2.42
C 2.0271 -0.7555 1.8554 4.32 1.17 -2.01
C 1.1189 1.5550 1.4177 0.99 0.93 -0.32
C -1.9083 1.1348 -0.5293 0.45 2.76 -2.27
C -0.9971 -0.1883 -2.4139 -0.54 1.81 -2.13
C 1.5284 0.2102 0.7595 -2.64 0.16 2.93
C -0.6116 0.6876 -1.2293 1.45 -1.84 1.04
P 0.0391 -0.6137 -0.0243 -0.26 -0.34 1.50
S 1.3788 -1.8621 -1.2280 -0.52 0.01 0.34
H -2.1618 -1.3529 0.6788 -1.52 0.11 -0.80
H -0.9476 -2.2704 1.3893 1.34 -3.55 1.11
H 1.2542 -1.0957 2.3928 -3.19 -0.89 2.23
H 2.3794 -1.7020 1.3202 0.46 1.33 1.10
H 2.7584 -0.2034 2.6165 -1.12 -1.52 -1.89
H 0.4681 1.2232 2.2386 0.44 0.96 0.32
H 0.5478 2.2269 0.7618 -0.21 -0.49 -0.04
H 2.0413 2.2778 1.6342 -1.74 -2.05 0.31
H -2.5162 1.6918 -1.2439 -0.19 -0.29 -0.69
H -2.5110 0.3523 -0.1944 -0.56 -1.26 0.63
H -1.8480 1.9274 0.1768 0.75 0.12 1.32
H -1.8043 -0.8063 -2.2017 -1.66 -1.26 1.22
H -0.3145 -0.8918 -2.8743 0.66 0.78 -0.06
H -1.4973 0.4318 -3.1941 0.80 -0.09 0.12
H 2.1569 0.4367 -0.0153 2.00 0.01 -1.97
H 0.3185 1.3822 -1.4430 -2.33 -0.95 0.47
H 0.3409 -2.4574 -1.8210 0.11 -0.33 -0.05
```
Forces are in eV/Å.

Relative energy (zero: lowest compared OMol25 entry of this formula, charge and spin) ... 336.0 kJ/mol
SMILES string ... C=P(S)(C(C)C)C(C)C
Spin multiplicity ... 1
Orbital gap ... 8.2 eV

=====

Entry from OMol25: a structure of composition C27H45AuClF5P in a non-equilibrium geometry (wB97M-V/def2-TZVPD).

XYZ file:
```
80
Properties=species:S:1:pos:R:3:forces:R:3
Au -0.1924 -0.2292 2.2894 0.07 -1.25 0.76
P 0.0473 0.5852 -0.3993 0.15 -0.24 -0.29
Cl 0.8919 2.0101 2.0456 1.67 2.13 -0.46
C -1.8826 0.7730 1.8658 -2.42 0.96 1.08
H -2.8828 0.2757 1.8809 0.71 0.36 -0.16
H -1.9063 1.8577 2.0664 0.04 -0.50 -0.20
C 1.9033 0.8221 -0.6911 -0.51 0.30 -0.05
C -0.8002 2.2284 -0.6774 0.41 -0.17 0.16
C 2.4313 0.9076 -2.1249 0.11 0.01 0.00
H 2.0752 1.8025 -0.2172 -0.07 -0.30 -0.01
C 3.9258 1.2672 -2.0938 -0.02 -0.09 -0.02
H 2.2941 -0.0584 -2.6350 0.11 0.20 0.02
H 1.8845 1.6670 -2.7040 0.14 -0.25 0.15
C 4.7429 0.2711 -1.2623 -0.04 0.02 0.01
H 4.3151 1.3148 -3.1173 0.03 0.01 0.07
H 4.0405 2.2700 -1.6591 -0.05 -0.10 -0.05
C 4.1832 0.1216 0.1556 -0.14 0.02 -0.11
H 4.7271 -0.7085 -1.7584 -0.02 0.04 0.00
H 5.7915 0.5870 -1.2243 -0.06 -0.02 -0.02
C 2.6874 -0.2172 0.1264 0.01 0.07 0.09
H 4.7283 -0.6584 0.6990 -0.02 0.09 -0.04
H 4.3254 1.0598 0.7116 -0.09 -0.14 -0.08
H 2.5413 -1.2162 -0.3162 0.07 0.11 0.05
H 2.2925 -0.2465 1.1522 0.13 0.03 -0.29
C -0.6178 -0.5189 -1.7758 0.21 0.61 0.01
C -2.3146 2.0671 -0.8467 0.03 0.08 -0.20
H -0.6598 2.6889 0.3110 0.06 -0.14 -0.15
C -2.9851 3.4434 -0.7527 0.04 -0.09 -0.01
H -2.5585 1.5937 -1.8107 -0.06 0.15 0.15
H -2.6792 1.4118 -0.0394 0.04 0.21 -0.42
C -2.3780 4.4436 -1.7409 0.01 -0.01 -0.01
H -4.0613 3.3400 -0.9308 0.05 0.07 0.03
H -2.8613 3.8280 0.2699 0.00 -0.09 -0.12
C -0.8586 4.5587 -1.5863 0.05 0.00 0.01
H -2.6108 4.1225 -2.7645 0.01 -0.02 0.01
H -2.8405 5.4291 -1.6097 0.03 -0.08 -0.02
C -0.1638 3.1948 -1.6867 -0.21 -0.02 0.00
H -0.4511 5.2363 -2.3459 -0.06 0.00 0.07
H -0.6270 4.9985 -0.6060 -0.03 -0.08 -0.11
H -0.2568 2.8049 -2.7115 0.04 0.16 0.15
H 0.9086 3.3152 -1.4778 -0.25 -0.05 -0.01
C 0.0879 -1.8792 -1.8360 -0.13 -0.09 0.02
H -1.6569 -0.6972 -1.4405 0.17 0.03 -0.10
C -0.6573 -2.8342 -2.7763 0.08 0.11 -0.05
H 1.1250 -1.7503 -2.1833 -0.23 -0.02 0.05
H 0.1356 -2.3310 -0.8398 0.02 0.12 -0.28
C -0.8175 -2.2367 -4.1776 -0.01 0.05 0.03
H -0.1229 -3.7897 -2.8294 -0.10 0.05 -0.01
H -1.6517 -3.0406 -2.3546 0.12 0.01 -0.03
C -1.4452 -0.8395 -4.1253 0.06 0.07 -0.01
H 0.1681 -2.1734 -4.6584 -0.06 0.02 0.06
H -1.4302 -2.8980 -4.8006 0.06 0.04 0.02
C -0.6880 0.1018 -3.1775 -0.07 -0.25 -0.20
H -1.4835 -0.3986 -5.1281 -0.04 -0.10 0.03
H -2.4824 -0.9271 -3.7710 0.08 0.01 -0.05
H 0.3302 0.2737 -3.5582 -0.26 -0.07 0.05
H -1.1881 1.0770 -3.1573 0.13 -0.30 -0.01
C 0.0687 -2.4484 1.6814 -1.36 -0.71 -0.91
C -1.2804 -2.0907 1.4534 1.97 -0.81 -0.36
H 0.7902 -2.3837 0.8672 -0.23 0.19 0.21
C -2.3854 -2.4935 2.3736 0.03 -0.20 0.62
H -1.5679 -1.7375 0.4624 0.12 0.03 0.28
C -1.8069 -2.8371 3.7468 -0.05 -0.06 0.26
H -3.1106 -1.6769 2.4593 0.06 -0.15 0.00
H -2.9276 -3.3708 1.9838 0.14 0.17 -0.15
C -0.6845 -3.8688 3.6480 -0.04 -0.14 -0.21
H -1.3884 -1.9294 4.1792 -0.26 -0.12 -0.13
H -2.5893 -3.1907 4.4316 0.06 0.04 -0.16
C 0.4904 -3.3476 2.8066 0.31 -0.01 0.77
H -0.3321 -4.1543 4.6487 -0.08 0.08 -0.22
H -1.0764 -4.7774 3.1719 -0.03 0.01 0.05
H 1.1723 -2.7850 3.4556 -0.04 -0.25 -0.11
H 1.0726 -4.2051 2.4300 -0.16 0.24 -0.09
F 0.0391 1.5587 4.6943 0.31 0.03 0.73
C 0.5557 0.3311 4.3928 -1.35 -0.94 -0.64
F 1.9170 0.4306 4.2990 0.15 0.01 0.58
C 0.2466 -0.5632 5.6181 0.13 0.58 -0.75
F 0.8090 -0.1014 6.7557 -0.21 -0.27 0.11
F -1.0981 -0.6323 5.8168 0.85 0.01 0.27
F 0.7140 -1.8278 5.4295 -0.29 0.57 0.39
```
Forces are in eV/Å.

Total charge ... -1
Relative energy (zero: lowest compared OMol25 entry of this formula, charge and spin) ... 237.4 kJ/mol
Spin multiplicity ... 3
Orbital gap (spin up / spin down) ... 5.9 / 5.4 eV

=====

Entry from OMol25: a structure of composition C17H45BrO16PbS5 in a non-equilibrium geometry (wB97M-V/def2-TZVPD).

XYZ file:
```
85
Properties=species:S:1:pos:R:3:forces:R:3
Pb -0.1501 0.1615 -0.8209 0.53 -0.48 0.18
Br -2.4186 1.3464 -2.3564 -0.09 -0.05 -0.05
C 2.7993 -3.2617 0.2348 0.82 -0.47 -0.30
C 2.5706 -2.0193 -0.6322 -0.90 0.81 1.10
O 1.7633 -1.0791 0.0277 -0.58 0.42 -0.15
H 2.8800 -2.9489 1.2772 -0.38 -0.06 0.03
H 3.7674 -3.7397 0.0250 0.04 0.19 -0.21
H 2.0914 -4.0781 0.0827 -0.44 0.35 0.30
H 2.0322 -2.2774 -1.5581 0.82 -0.26 -0.36
H 3.5541 -1.5314 -0.7557 0.07 -0.37 -0.77
O -0.7325 -0.4312 1.6509 -0.32 0.77 1.92
S -0.2307 -0.1525 2.9788 0.99 -0.67 0.95
O 0.7709 0.8681 3.2168 -1.00 -0.47 -0.35
O -1.4801 0.1183 4.0040 0.50 -0.55 -1.57
C -1.1980 0.5525 5.3420 -0.38 0.48 0.01
C -2.5393 0.6539 6.0488 0.02 0.01 -0.01
C 0.3142 -1.7292 3.6656 -0.28 0.75 -0.44
H -0.7078 1.5246 5.2610 -0.04 0.00 0.20
H -0.5323 -0.1179 5.8892 0.04 -0.18 -0.27
H -2.3537 1.1459 7.0043 -0.29 0.03 0.02
H -3.0340 -0.3015 6.2258 0.43 -0.21 0.07
H -3.2685 1.2040 5.4555 0.24 0.36 0.07
H 0.5727 -1.6161 4.7140 -0.19 0.12 0.06
H 1.1948 -2.0790 3.1324 -0.21 0.02 -0.37
H -0.5776 -2.3318 3.5082 0.30 -0.44 0.09
O 1.4052 1.5893 -2.3678 0.17 0.30 -0.65
S 2.7607 1.9752 -2.6407 1.26 1.54 0.99
O 3.4794 1.5412 -3.8036 -0.64 0.13 0.43
O 2.8803 3.6192 -2.6599 -0.20 -2.18 -0.61
C 2.1689 4.3041 -1.6200 0.30 0.90 -0.37
C 2.4918 5.7884 -1.8699 -0.67 -0.41 1.15
C 3.7217 1.5819 -1.1661 0.18 -0.17 -0.94
H 2.5503 3.9316 -0.6630 -0.20 0.24 0.08
H 1.0999 4.1110 -1.7228 0.09 -0.03 0.18
H 1.9442 6.1400 -2.7391 0.30 0.01 -0.22
H 3.5607 5.9792 -1.9100 0.05 -0.15 -0.36
H 2.1248 6.3640 -1.0141 -0.11 -0.02 -0.06
H 4.5437 2.2899 -1.0855 -0.11 0.12 -0.01
H 4.1520 0.6127 -1.4204 -0.15 -0.13 0.32
H 3.1012 1.5292 -0.2776 -0.10 -0.08 -0.06
O 0.0615 2.5245 0.2812 0.12 0.91 0.57
S -0.5287 3.6606 0.9372 -1.20 -0.65 0.94
O -0.7934 4.8689 0.2353 0.18 0.24 -0.32
O -1.9114 3.0813 1.5395 1.61 -0.04 -0.37
C -2.7970 3.9449 2.2311 -2.26 0.13 -0.27
C -3.7865 3.0466 2.9737 0.54 0.16 0.89
C 0.3634 4.0918 2.4200 0.47 0.35 -0.46
H -3.4568 4.4526 1.5196 0.62 0.29 -0.32
H -2.3352 4.7201 2.8414 0.40 -0.33 0.15
H -4.3878 2.4751 2.2724 0.14 -0.13 -0.04
H -4.4583 3.6310 3.6069 -0.02 0.25 -0.27
H -3.2718 2.3874 3.6755 0.05 -0.21 -0.30
H 1.3821 4.3357 2.1110 0.03 -0.36 -0.10
H 0.3623 3.2864 3.1475 -0.06 -0.06 -0.09
H -0.0155 5.0445 2.7845 -0.40 -0.22 0.13
O -0.1895 -3.0295 -4.2652 0.08 0.35 0.43
S 0.0738 -1.6160 -4.3151 0.27 1.06 -2.20
O 0.1777 -0.8258 -3.1243 0.19 -0.73 0.11
O 1.4258 -1.3582 -5.2009 -1.45 -0.13 0.87
C 2.6533 -1.7837 -4.5743 0.19 0.19 0.35
C 3.7742 -1.5205 -5.5654 0.89 -0.18 0.37
C -1.0659 -0.8196 -5.4807 0.89 -1.51 0.37
H 2.4929 -2.8089 -4.2267 0.48 -0.17 -0.48
H 2.8555 -1.2248 -3.6563 -0.39 0.33 -0.17
H 4.0875 -2.3964 -6.1316 -0.26 -0.01 -0.13
H 4.6550 -1.1808 -5.0128 -0.01 -0.25 0.13
H 3.6058 -0.6829 -6.2400 -0.59 -0.12 0.00
H -0.8112 -1.3348 -6.4077 0.08 0.41 -0.19
H -0.8690 0.2443 -5.4761 -0.25 0.07 0.03
H -2.0693 -1.1539 -5.2328 -0.07 0.48 0.40
O -1.2599 -2.1379 -0.5783 -0.80 -0.84 0.09
S -1.7248 -3.4507 -0.2167 0.78 -0.16 1.26
O -0.9291 -4.2465 0.7030 -0.87 0.70 -0.79
O -3.2042 -3.2404 0.4248 0.74 -0.13 -0.57
C -3.7854 -4.4682 0.9239 -0.03 -0.74 -0.19
C -3.7898 -4.4945 2.4096 0.57 0.00 1.40
C -2.0118 -4.3942 -1.7041 -0.53 1.53 0.43
H -3.2012 -5.3036 0.5329 -0.14 -0.09 0.05
H -4.8122 -4.5886 0.5739 0.13 0.47 -0.42
H -4.3175 -3.6336 2.8232 0.02 -0.01 -0.05
H -2.7775 -4.5195 2.8242 0.05 0.35 -0.25
H -4.2272 -5.3973 2.8419 -0.38 -0.03 -0.44
H -1.5623 -3.7624 -2.4697 0.47 -0.55 -0.17
H -3.0842 -4.2746 -1.8610 -0.04 -0.71 -0.10
H -1.6085 -5.3852 -1.5553 -0.13 -0.12 -0.32
```
Forces are in eV/Å.

Spin multiplicity ... 1
Orbital gap ... 6.9 eV

=====

Entry from OMol25: the molecule C9H12N2O in a non-equilibrium geometry (wB97M-V/def2-TZVPD).

XYZ file:
```
24
Properties=species:S:1:pos:R:3:forces:R:3
C 0.1818 -3.1300 0.3351 -0.31 1.81 1.16
C -0.1152 -1.9354 -0.2281 1.49 -1.34 -2.80
C -1.2401 -2.2128 1.5931 0.98 -0.57 -0.82
C -0.5620 0.9620 -0.2715 -2.07 -1.56 0.02
C 0.7491 1.1614 -0.2307 -0.78 1.26 0.50
C -1.3095 0.0091 0.7460 1.90 2.11 -0.60
C -1.5132 1.2994 -1.3617 -1.63 2.21 -1.46
C 1.6142 1.9925 -1.2066 -1.15 -0.65 3.52
C 1.4166 0.6983 1.0000 2.48 -0.96 0.23
N -0.4575 -3.2569 1.5431 -1.57 0.48 0.34
N -1.0559 -1.3490 0.5183 -1.22 -0.17 1.58
O -1.9286 0.3893 1.7026 -0.37 -0.13 -0.43
H 1.0589 -3.6401 0.1913 1.53 -1.76 -0.98
H 0.2245 -1.6689 -1.2242 -0.16 0.68 0.43
H -1.9348 -1.8681 2.2831 -0.86 -0.04 1.59
H -1.0916 2.0936 -1.9966 0.10 -0.04 0.21
H -1.6532 0.4958 -2.1045 -0.34 -0.10 0.60
H -2.5683 1.7930 -1.0821 2.29 -1.56 -0.11
H 2.5809 1.5303 -1.0913 0.59 0.38 -0.55
H 1.1725 1.9047 -2.1278 -0.47 0.05 -2.53
H 1.5568 3.0266 -0.8251 0.49 -0.33 -0.37
H 2.3537 1.3405 1.1470 -1.07 -1.21 0.04
H 1.7029 -0.4025 0.7690 0.00 1.63 0.93
H 0.8179 0.7672 1.9216 0.16 -0.18 -0.49
```
Forces are in eV/Å.

Relative energy (zero: lowest compared OMol25 entry of this formula, charge and spin) ... 223.2 kJ/mol
SMILES string ... CC(C)=C(C)C(=O)n1ccnc1
Spin multiplicity ... 1
Orbital gap ... 9.8 eV

=====

no.,electronic energy (eV)
1,-27655.330
2,-67818.587
3,-180582.912
4,-14553.366